A 2-piece molecular cluster, C21H21F2 overall in a non-equilibrium geometry. Source: the Open Molecules 2025 dataset; level of theory: the ωB97M-V functional and the def2-TZVPD basis.

Calculated values
frontier orbital gap: 5.3 eV
total charge: +1
ΔE to the lowest compared entry with this formula, charge and spin: 0.484 eV

The geometry in XYZ format:
```
44
Properties=species:S:1:pos:R:3:forces:R:3:lowdin_charge:R:1
F -5.312919 1.122861 -2.321020 1.8844 -0.6413 0.0638 0.091
C -4.017389 0.678883 -2.286311 -1.3650 0.2215 -0.0227 -0.194
C -3.782286 -0.695616 -2.261640 0.2440 -0.0332 -0.0692 0.034
C -2.466821 -1.126387 -2.223949 0.1825 0.1456 0.1914 0.019
C -1.362908 -0.214866 -2.189929 -0.5250 -0.1147 0.3122 -0.183
C -0.065902 -0.792130 -2.069761 0.0108 0.5889 -1.2327 0.102
C 1.229186 -0.217769 -2.207255 0.6090 -0.1214 0.2768 -0.186
C 2.330528 -1.132742 -2.244801 -0.2346 0.1640 0.1565 0.010
C 3.647041 -0.706583 -2.272319 -0.2348 -0.0762 -0.0677 0.032
C 3.886138 0.666407 -2.282956 1.3296 0.2855 0.0086 -0.196
F 5.182809 1.107457 -2.296402 -1.8515 -0.6286 0.0165 0.090
C 2.863732 1.611871 -2.276796 -0.6457 -0.0558 -0.0206 0.039
C 1.545397 1.170244 -2.243108 0.4405 -0.0079 0.0552 0.034
C -1.675478 1.174337 -2.242268 -0.4477 0.0207 0.0817 0.033
C -2.992190 1.620378 -2.280692 0.6719 -0.0178 -0.0298 0.040
H -4.608183 -1.402028 -2.271862 0.1283 0.2107 -0.0251 0.138
H -2.247568 -2.195088 -2.212756 -0.1487 0.2511 0.0489 0.132
H -0.067360 -1.884064 -2.061370 0.0074 0.2200 0.2259 0.130
H 2.107945 -2.200880 -2.232238 0.1468 0.2555 0.0293 0.133
H 4.470474 -1.416607 -2.279486 -0.1339 0.2247 -0.0277 0.138
H 3.092621 2.675398 -2.292424 0.0296 -0.2828 0.0006 0.138
H 0.761415 1.916407 -2.225752 0.4451 -0.1388 0.0301 0.096
H -0.888686 1.917765 -2.241258 -0.4421 -0.1407 0.0450 0.096
H -3.217293 2.685172 -2.304722 -0.0244 -0.3031 -0.0108 0.139
C -1.576604 -0.588640 2.988545 0.0080 0.1880 0.0076 -0.197
C -0.838560 0.112336 4.129955 -0.0086 -0.2094 -0.0984 -0.204
C 0.675084 -0.186484 4.165658 -0.0928 0.0815 0.5695 -0.193
C 1.539893 0.661634 3.282005 0.3508 -0.1486 -0.7243 -0.085
C 1.910066 0.356881 2.017152 0.2270 0.6222 0.8437 -0.116
C 1.413817 -0.769431 1.240460 -0.8374 -0.5342 -0.6095 -0.116
C 0.105056 -1.058924 1.041026 0.9611 0.0684 0.5108 -0.119
C -1.037288 -0.252271 1.573755 -0.6195 0.1117 -0.2593 -0.201
H -1.562868 -1.675003 3.152676 0.0232 0.1749 -0.0938 0.118
H -2.628650 -0.272441 3.030507 0.2140 -0.1379 -0.0461 0.110
H -1.006613 1.196466 4.072192 0.0520 -0.1661 0.0157 0.117
H -1.275780 -0.229562 5.078923 0.0837 0.1243 -0.2328 0.113
H 1.007408 0.007609 5.199446 -0.0269 -0.2302 -0.3443 0.114
H 0.839134 -1.254153 3.955465 -0.0460 0.2512 0.0302 0.122
H 1.974164 1.540912 3.775648 -0.0984 -0.2757 -0.4086 0.113
H 2.701119 0.952844 1.541217 -0.3352 -0.1145 0.2051 0.102
H 2.166717 -1.371340 0.717550 -0.2160 0.1161 0.1814 0.102
H -0.170647 -1.939401 0.453081 0.2228 0.0840 0.1722 0.100
H -1.874077 -0.410304 0.871066 0.1512 0.1852 0.1666 0.095
H -0.773660 0.816867 1.534729 -0.0893 -0.2167 0.0781 0.121
```
Forces are in eV/Å.

C21H21F3N6ORbS2 as an isolated structure. Source: the Open Molecules 2025 dataset; level of theory: the ωB97M-V functional and the def2-TZVPD basis.

Calculated values
frontier orbital gap (spin up / spin down): 2.8 / 5.1 eV
total charge: -2
ΔE to the lowest compared entry with this formula, charge and spin: 0.136 eV
expectation value of S²: 0.780
2S+1: 2

The geometry in XYZ format:
```
55
Properties=species:S:1:pos:R:3:forces:R:3:lowdin_charge:R:1
Rb 0.008275 0.246152 -0.002761 -0.3323 0.2168 0.1778 0.730
C -5.613962 3.702363 2.077965 -0.0130 0.0026 -0.0098 -0.115
C -4.735324 4.269672 0.962815 0.0110 -0.0123 0.0067 -0.310
N -3.315050 4.086668 1.178298 0.0046 -0.0738 0.1148 -0.090
C -2.773430 2.773989 1.139260 0.0377 -0.0972 -0.2973 -0.924
S -1.292005 2.594277 2.051882 -0.1310 -0.0275 -0.1165 0.285
N -3.450767 1.937500 0.416452 0.0377 0.1299 0.1418 -0.066
N -2.902772 0.691824 0.179766 0.0785 -0.0801 0.1114 -0.068
C -3.773857 -0.247443 -0.157316 0.0147 0.0157 -0.0317 -0.337
C -5.265902 0.014696 -0.177311 0.0058 -0.0053 -0.0048 -0.073
C -3.320474 -1.554219 -0.515207 0.1028 0.0787 0.0167 -0.271
C -4.227213 -2.591151 -0.898587 0.0116 0.0087 -0.0059 -0.089
C -3.774165 -3.832024 -1.250808 0.0889 -0.0089 0.0041 -0.159
C -2.378013 -4.095943 -1.234944 -0.0827 -0.0025 0.0109 -0.152
C -1.554696 -3.043948 -0.849292 -0.0612 0.0221 -0.0082 -0.233
N -1.952572 -1.831202 -0.502815 -0.0939 -0.0011 -0.0135 -0.023
H -6.677518 3.807397 1.838407 0.0077 0.0002 0.0078 0.055
H -5.422738 4.216921 3.023969 0.0012 -0.0075 -0.0036 0.059
H -5.388473 2.644147 2.210380 -0.0051 -0.0083 -0.0003 0.058
H -4.923807 5.343394 0.848600 -0.0006 0.0049 0.0005 0.091
H -4.990462 3.784271 0.021286 -0.0021 0.0040 -0.0060 0.090
H -2.944736 4.572301 1.981899 0.0041 0.0144 -0.0006 0.053
H -5.466596 0.987564 0.261789 -0.0047 0.0086 0.0015 0.035
H -5.811162 -0.751173 0.381449 -0.0092 0.0098 0.0061 0.059
H -5.661383 0.016045 -1.200073 -0.0009 -0.0222 0.0053 0.069
H -5.291316 -2.392424 -0.920127 0.0053 -0.0002 -0.0036 0.074
H -4.481792 -4.603236 -1.541157 0.0044 -0.0006 -0.0018 0.072
H -1.963571 -5.058566 -1.505541 -0.0032 0.0042 -0.0010 0.056
H -0.474866 -3.200188 -0.820459 0.0003 -0.0022 0.0045 0.089
O 2.067790 -1.578770 0.214836 0.1831 -0.1777 0.1493 -0.327
N 2.925263 -1.545573 1.199268 -0.0263 0.0395 -0.4025 -0.253
C 2.679891 -2.321956 2.277688 -0.0301 0.0272 0.0708 -0.047
C 3.520016 -2.366515 3.358500 0.0537 0.0242 0.0235 -0.102
C 4.671453 -1.574947 3.329622 -0.0182 -0.0351 0.0356 -0.122
C 4.917618 -0.794701 2.229092 -0.0135 0.0318 -0.0650 -0.132
C 4.056453 -0.751943 1.107464 0.0485 -0.0922 0.0346 -0.744
S 4.360034 0.172439 -0.284559 0.0722 0.0207 0.0793 0.526
H 1.760143 -2.881820 2.196752 -0.0002 0.0044 -0.0173 0.130
H 3.270347 -2.996942 4.199725 0.0002 -0.0024 0.0075 0.088
H 5.362650 -1.574314 4.163886 -0.0021 0.0027 0.0041 0.089
H 5.799306 -0.172359 2.168760 -0.0045 -0.0008 0.0072 0.084
F 3.679469 -1.184753 -6.676347 0.0074 -0.0006 -0.0306 0.131
C 3.618855 0.071414 -6.185068 -0.1121 0.0369 0.1119 -0.575
F 4.873868 0.400453 -5.829493 0.0225 0.0094 -0.0225 0.137
F 3.282859 0.871937 -7.219304 0.0262 -0.0448 0.0518 0.117
C 2.656424 0.173850 -5.033772 0.0564 0.0142 -0.1007 -0.130
C 2.945012 -0.467291 -3.845139 0.0764 -0.0620 0.0571 0.011
C 2.027338 -0.389094 -2.802975 -0.0692 0.0711 0.0091 -0.133
N 0.874014 0.281186 -2.907567 0.3500 0.0146 -0.1508 0.036
C 0.628173 0.914010 -4.051575 -0.1332 -0.0680 -0.0099 -0.123
C 1.478103 0.891068 -5.147348 -0.0848 0.0410 -0.0194 -0.010
H 3.874006 -1.003754 -3.704978 -0.0179 -0.0088 0.0474 0.124
H 2.254053 -0.853700 -1.846413 -0.0533 -0.0253 0.0042 0.039
H -0.308829 1.458689 -4.099859 0.0126 0.0089 0.0016 0.113
H 1.225956 1.417808 -6.056697 -0.0204 0.0006 0.0182 0.109
```
Forces are in eV/Å.

A 3-piece molecular cluster, C21H21F3O6S overall in a non-equilibrium geometry. Source: the Open Molecules 2025 dataset; level of theory: the ωB97M-V functional and the def2-TZVPD basis.

Calculated values
frontier orbital gap: 7.3 eV
total charge: 0

The geometry in XYZ format:
```
52
Properties=species:S:1:pos:R:3:forces:R:3:lowdin_charge:R:1
C 4.461474 -1.084072 1.669060 -0.0764 -0.0404 0.1759 -0.086
O 4.239931 0.234483 2.119135 0.3604 0.0270 0.0444 -0.163
C 4.075805 1.197620 1.109938 -0.4025 0.0261 -0.0296 -0.219
C 2.621829 1.314732 0.634687 0.3056 0.0560 -0.2818 -0.129
C 2.322131 0.477951 -0.620301 0.2722 -0.3116 0.0632 -0.107
C 1.636222 -0.814455 -0.391642 -0.2025 0.4973 0.4059 -0.070
C 0.562991 -1.179074 0.312336 -0.0581 0.2374 -0.4495 -0.094
S -0.602273 -0.313692 1.313874 -0.3095 -0.5346 0.8622 0.790
O -0.055546 -0.185724 2.624684 0.3123 0.3463 -0.0470 -0.234
O -1.868099 -0.943738 1.140217 0.0434 0.1235 -0.5338 -0.247
C -0.836221 1.424637 0.627263 -0.3942 0.1769 0.1927 -0.612
F -0.382496 1.516391 -0.633202 -0.3015 0.1210 0.5503 0.127
F -0.218881 2.310871 1.412355 -0.3349 -0.3749 -0.6318 0.151
F -2.156996 1.651528 0.649764 0.9630 0.0727 -0.1318 0.150
C 0.363832 -2.651646 0.147701 0.2793 0.4085 -0.1717 -0.413
O -0.416159 -3.379715 0.629040 -0.6660 -0.5984 0.4015 0.224
O 1.346450 -3.092175 -0.715450 0.2350 -0.4923 -0.0959 0.178
C 2.186186 -2.064439 -0.997271 -0.0514 0.0944 0.0246 -0.403
O 3.200707 -2.176284 -1.595256 0.3259 -0.1352 -0.3310 0.204
H 4.900055 -1.111403 0.673389 0.0074 0.0257 -0.2098 0.089
H 5.152757 -1.569297 2.349917 0.0927 -0.0216 0.1611 0.091
H 3.536286 -1.662079 1.685907 -0.1767 -0.0842 -0.1367 0.085
H 4.386648 2.151365 1.523394 0.0608 0.0910 0.2223 0.124
H 4.724318 0.982843 0.259257 0.2038 -0.0315 -0.1113 0.119
H 2.425320 2.354141 0.391770 -0.0945 0.1959 0.0673 0.115
H 2.010285 1.038405 1.486219 -0.2638 0.0369 0.0970 0.102
H 1.751066 1.021633 -1.367642 -0.1349 0.1537 -0.0040 0.101
H 3.261970 0.237970 -1.109938 0.1262 -0.0491 -0.1667 0.120
C -4.465946 -1.708778 2.953430 0.0152 0.0317 -0.0017 -0.084
C -5.722256 -1.150757 2.758028 0.0005 0.0058 0.0031 -0.094
C -6.818674 -1.635898 3.457643 -0.0023 0.0076 -0.0083 -0.103
C -6.660744 -2.683434 4.353895 -0.0067 -0.0065 0.0027 -0.104
C -5.407086 -3.246616 4.546944 0.0094 -0.0050 0.0062 -0.100
C -4.311529 -2.758829 3.848204 0.0031 -0.0061 0.0093 -0.088
H -3.608620 -1.329957 2.411348 -0.1483 -0.0658 0.0661 0.068
H -5.846738 -0.335086 2.057022 -0.0003 0.0110 -0.0020 0.099
H -7.796748 -1.197932 3.304603 -0.0061 0.0040 -0.0023 0.097
H -7.514648 -3.061265 4.901375 -0.0072 -0.0068 0.0004 0.097
H -5.284230 -4.066690 5.242695 0.0022 -0.0039 0.0093 0.098
H -3.333568 -3.197655 3.998827 0.0096 -0.0041 -0.0019 0.102
C 0.441970 2.398167 -3.795856 0.0322 -0.0038 -0.0009 -0.099
C 1.775786 2.777102 -3.730907 -0.0094 -0.0141 0.0103 -0.103
C 2.511933 2.931039 -4.897076 0.0229 -0.0021 0.0050 -0.092
C 1.913452 2.703917 -6.127985 -0.0022 -0.0031 -0.0030 -0.092
C 0.581139 2.320255 -6.192741 0.0011 -0.0012 -0.0069 -0.092
C -0.155456 2.167850 -5.026990 0.0025 -0.0156 -0.0066 -0.090
H -0.133509 2.286136 -2.887971 -0.0433 0.0131 0.0087 0.081
H 2.242952 2.955744 -2.769796 0.0063 0.0423 -0.0026 0.094
H 3.550919 3.229173 -4.846951 0.0103 0.0033 0.0001 0.102
H 2.485844 2.826226 -7.037950 0.0074 -0.0045 -0.0088 0.102
H 0.116588 2.139749 -7.153040 -0.0058 0.0029 -0.0118 0.102
H -1.194346 1.869510 -5.077309 -0.0120 0.0044 0.0000 0.103
```
Forces are in eV/Å.

Which of these has the lowest total charge?
C21H21F3N6ORbS2

What is the total charge in the first record?
+1